1.
DFT (ωB97M-V with the def2-TZVPD basis set) results for C13H39BaN2O21P4 as an isolated structure in a non-equilibrium geometry.

Calculated values
* energy relative to the best compared isomer or geometry (same formula, charge and spin): 111.69 kcal per mole
* Kohn-Sham gap: 0.149 Ha

The geometry in ORCA input format:
```
! wB97M-V def2-TZVPD RIJCOSX def2/J DEFGRID3
* xyz 1 1
Ba -0.294 -4.188 1.278
N -0.009 0.499 0.094
O -0.797 -0.075 0.826
O 0.184 1.702 0.134
O 0.718 -0.294 -0.547
C 0.204 4.428 -3.929
N -1.221 4.539 -4.472
O -1.732 3.675 -5.155
O -1.866 5.495 -4.037
H 0.620 3.463 -4.221
H 0.197 4.494 -2.841
H 0.615 5.339 -4.364
C -5.390 -3.436 -4.965
O -4.388 -3.554 -3.957
P -2.792 -3.129 -4.154
O -2.040 -3.593 -2.950
O -2.324 -3.865 -5.511
C -1.079 -3.653 -6.123
O -2.820 -1.540 -4.469
C -3.350 -0.680 -3.446
H -5.902 -4.398 -4.929
H -4.966 -3.384 -5.968
H -6.063 -2.623 -4.695
H -0.573 -4.585 -5.874
H -0.580 -2.830 -5.612
H -1.156 -3.462 -7.194
H -2.629 0.082 -3.149
H -3.660 -1.169 -2.523
H -4.194 -0.176 -3.917
C 7.410 7.275 -2.075
O 7.308 6.074 -1.404
P 5.959 5.194 -1.319
O 5.069 5.203 -2.560
O 6.476 3.706 -0.948
C 5.627 2.595 -0.842
O 5.301 5.697 0.021
C 3.950 6.138 -0.016
H 7.865 7.945 -1.345
H 6.500 7.785 -2.391
H 8.019 7.252 -2.978
H 5.676 2.059 0.106
H 5.945 1.901 -1.620
H 4.565 2.777 -1.012
H 3.246 5.447 0.449
H 3.447 6.177 -0.982
H 3.938 7.151 0.385
C -7.298 -2.405 0.612
O -6.663 -2.144 1.870
P -5.743 -3.312 2.506
O -4.622 -3.747 1.642
O -5.363 -2.558 3.941
C -4.762 -1.260 4.148
O -6.769 -4.529 2.945
C -7.858 -4.301 3.885
H -8.243 -2.905 0.822
H -6.698 -3.181 0.137
H -7.190 -1.618 -0.135
H -3.801 -1.200 4.659
H -5.402 -0.577 4.707
H -4.550 -0.767 3.200
H -8.727 -4.667 3.337
H -8.021 -3.260 4.167
H -7.588 -4.868 4.775
C 3.286 0.900 4.198
O 3.307 -0.327 4.965
P 3.895 -1.607 4.317
O 3.072 -2.297 3.290
O 5.396 -1.259 3.915
C 6.293 -2.270 3.536
O 4.107 -2.458 5.671
C 3.064 -3.075 6.336
H 3.404 0.627 3.150
H 4.027 1.646 4.487
H 2.246 1.224 4.201
H 5.850 -3.253 3.693
H 7.212 -2.014 4.064
H 6.535 -2.220 2.474
H 3.468 -3.688 7.141
H 2.601 -3.757 5.623
H 2.524 -2.328 6.919
*
```

2.
DFT (ωB97M-V with the def2-TZVPD basis set) results for a 2-piece molecular cluster, C20H37Br2Cl2NO4 overall in a non-equilibrium geometry.

Calculated values
* structure (SMILES): CCCCCC[C@@](OC)(OCC)[C@@H](CCOC(=O)CC)N/C(Br)=C(/C)Br.ClCCl
* Kohn-Sham gap: 0.326 Ha

The geometry in ORCA input format:
```
! wB97M-V def2-TZVPD RIJCOSX def2/J DEFGRID3
* xyz 0 1
C -2.689 0.833 -2.888
C -3.745 0.799 -1.636
C -3.644 -0.513 -0.663
C -2.135 -1.113 -0.442
C -1.352 -0.356 0.820
C 0.270 -0.488 0.785
C 1.004 -1.245 2.024
O 0.390 -1.131 3.342
C 0.045 0.176 3.819
O 1.134 -2.733 1.853
C 0.010 -3.409 1.286
C -1.333 -3.580 2.250
C 2.639 -0.834 2.057
C 3.456 -1.305 0.719
C 3.296 -0.423 -0.627
O 2.687 -1.309 -1.668
C 2.925 -0.782 -3.019
O 4.108 -0.507 -3.575
C 1.562 -0.563 -3.963
C 0.944 0.894 -3.531
N 2.992 0.443 2.686
C 2.933 1.717 1.972
Br 1.357 3.022 1.978
C 4.117 2.279 1.201
C 4.038 3.762 0.431
Br 5.895 1.346 1.029
H -3.164 1.298 -3.875
H -2.341 -0.258 -3.178
H -1.748 1.464 -2.517
H -3.680 1.836 -1.084
H -4.835 0.769 -2.123
H -4.442 -1.337 -0.992
H -4.018 -0.157 0.413
H -2.284 -2.237 -0.065
H -1.478 -1.190 -1.406
H -1.847 -0.616 1.875
H -1.605 0.801 0.664
H 0.527 -1.121 -0.196
H 0.712 0.591 0.528
H -0.772 0.046 4.681
H 0.949 0.737 4.362
H -0.404 0.947 3.071
H 0.361 -4.548 1.139
H -0.300 -3.107 0.172
H -1.682 -2.593 2.764
H -1.007 -4.333 3.109
H -2.180 -4.083 1.616
H 3.033 -1.636 2.864
H 4.612 -1.285 1.020
H 3.271 -2.445 0.410
H 4.376 -0.131 -1.006
H 2.662 0.556 -0.548
H 0.801 -1.403 -3.587
H 1.823 -0.669 -5.099
H -0.002 1.120 -4.198
H 1.811 1.686 -3.682
H 0.636 0.898 -2.382
H 3.015 0.471 3.725
H 3.905 4.613 1.251
H 4.969 3.961 -0.259
H 3.092 3.758 -0.283
Cl -7.270 1.604 0.625
C -6.810 2.525 -0.812
Cl -5.316 3.430 -0.536
H -6.658 1.833 -1.645
H -7.611 3.227 -1.057
*
```

3.
DFT (ωB97M-V with the def2-TZVPD basis set) results for an isolated ion of composition C9H13N4S and charge +1 in a non-equilibrium geometry.

Calculated values
* structure (SMILES): [NH3+]N1C=N[C@@]23SC=N[C@@H]2CCCC3=C1
* energy relative to the best compared isomer or geometry (same formula, charge and spin): 73.03 kcal per mole
* Kohn-Sham gap: 0.279 Ha

The geometry in ORCA input format:
```
! wB97M-V def2-TZVPD RIJCOSX def2/J DEFGRID3
* xyz 1 1
N -3.697 -0.643 -0.678
N -2.294 -0.614 -0.236
C -1.766 -1.398 0.764
N -0.559 -1.266 1.114
C 0.200 -0.165 0.691
S -0.450 1.456 1.812
C 0.981 1.075 2.829
N 1.778 0.249 2.411
C 1.643 -0.243 1.109
C 2.637 0.351 0.147
C 2.259 0.146 -1.374
C 0.879 0.813 -1.630
C -0.136 0.220 -0.717
C -1.410 0.009 -1.188
H -4.148 0.281 -0.354
H -4.130 -1.460 -0.077
H -3.648 -0.827 -1.700
H -2.383 -2.216 1.158
H 0.797 1.522 3.771
H 1.964 -1.317 1.373
H 3.594 -0.073 0.319
H 2.843 1.483 0.221
H 2.127 -1.009 -1.574
H 3.041 0.526 -2.022
H 0.520 0.660 -2.601
H 1.095 1.894 -1.487
H -1.738 0.548 -2.081
*
```

Look up the Kohn-Sham gap of the first one. 0.149 Ha

What is the Kohn-Sham gap in the third record? 0.279 Ha

Which value of Kohn-Sham gap does entry 2 give? 0.326 Ha

Among the records above, which one has the lowest Kohn-Sham gap? C13H39BaN2O21P4